Record 1
Molecular formula: C52H38BrF4N3OP3Se2Tl
Method: DFT, ωB97M-V with the def2-TZVPD basis set

ORCA input file:
```
! wB97M-V def2-TZVPD RIJCOSX def2/J DEFGRID3
* xyz 2 1
Tl -0.763 0.152 -0.701
F 1.519 -2.970 6.314
C 0.764 -2.448 5.361
C -0.627 -2.484 5.474
F -1.201 -3.046 6.527
C -1.403 -1.916 4.468
F -2.734 -1.952 4.551
C -0.826 -1.305 3.359
P -1.888 -0.510 2.078
C -2.753 0.733 3.092
C -2.004 1.878 3.369
C -2.572 2.924 4.069
C -3.892 2.835 4.487
C -4.625 1.683 4.239
C -4.067 0.629 3.535
C -3.036 -1.832 1.605
C -4.248 -1.479 1.006
C -5.102 -2.465 0.550
C -4.741 -3.801 0.655
C -3.520 -4.152 1.211
C -2.657 -3.173 1.665
C 0.563 -1.278 3.258
Br 1.386 -0.434 1.770
C 1.354 -1.857 4.245
F 2.677 -1.846 4.135
H -0.982 1.942 3.022
H -1.994 3.812 4.275
H -4.340 3.661 5.016
H -5.643 1.611 4.591
H -4.639 -0.270 3.367
H -4.521 -0.435 0.917
H -6.049 -2.191 0.113
H -5.408 -4.566 0.290
H -3.239 -5.189 1.291
H -1.696 -3.451 2.078
Se 5.516 -0.123 -5.262
P 3.358 -0.613 -5.013
C 2.460 0.768 -5.847
C 2.705 2.055 -5.384
C 2.078 3.123 -5.997
C 1.223 2.907 -7.064
C 0.976 1.621 -7.514
C 1.592 0.539 -6.904
C 6.127 0.034 -3.431
C 6.244 1.313 -2.908
C 6.743 1.474 -1.627
C 7.110 0.367 -0.880
C 6.995 -0.905 -1.417
C 6.506 -1.081 -2.700
C 2.935 -0.340 -3.301
C 2.017 -0.994 -2.458
N 1.817 -0.160 -1.416
N 2.549 0.894 -1.624
N 3.224 0.837 -2.709
P 1.370 -2.674 -2.446
Se -0.025 -3.002 -0.834
C 2.829 -3.747 -2.189
C 2.861 -4.559 -1.058
C 3.937 -5.396 -0.828
C 4.979 -5.447 -1.737
C 4.964 -4.622 -2.851
C 3.907 -3.758 -3.070
C 0.547 -2.933 -4.068
C 1.250 -2.995 -5.267
C 0.570 -3.117 -6.466
C -0.812 -3.216 -6.481
C -1.514 -3.183 -5.288
C -0.841 -3.034 -4.088
H 3.369 2.215 -4.546
H 2.284 4.124 -5.650
H 0.758 3.745 -7.559
H 0.320 1.460 -8.355
H 1.402 -0.462 -7.262
H 5.978 2.173 -3.504
H 6.846 2.472 -1.231
H 7.500 0.496 0.116
H 7.303 -1.770 -0.848
H 6.428 -2.074 -3.117
H 2.041 -4.542 -0.352
H 3.954 -6.014 0.058
H 5.804 -6.123 -1.576
H 5.782 -4.662 -3.556
H 3.934 -3.092 -3.924
H 2.329 -2.991 -5.285
H 1.122 -3.154 -7.393
H -1.335 -3.334 -7.416
H -2.589 -3.276 -5.292
H -1.401 -3.021 -3.161
C -2.560 3.449 0.058
C -1.169 3.395 0.626
O -0.508 2.360 0.559
C -0.615 4.581 1.272
C 0.759 4.603 1.557
C 1.325 5.702 2.169
C 0.533 6.790 2.510
C -0.832 6.769 2.247
C -1.406 5.675 1.633
H -2.759 2.542 -0.515
H -2.689 4.318 -0.585
H -3.280 3.510 0.874
H 1.362 3.754 1.268
H 2.383 5.711 2.387
H 0.976 7.652 2.984
H -1.448 7.608 2.530
H -2.468 5.667 1.446
*
```

Calculated values
- DFT total energy (eV) = -305207.466
- F_max (eV Å⁻¹) = 2.5
- lowest unoccupied orbital energy (alpha / beta) (eV) = -8.56 / -7.86
- energy relative to the best compared isomer or geometry (same formula, charge and spin) (kJ/mol) = 288.75
- highest occupied orbital energy (alpha / beta) (Eh) = -0.4654 / -0.4786
- orbital gap (alpha / beta) (hartree) = 0.15089 / 0.18957

These are the Löwdin partial charges, in e, on atoms 1 to 4: Tl 0.77; F 0.16; C -0.11; C -0.12

***

Record 2
Molecular formula: C36H24Cl2N5O2OsS3
Method: DFT, ωB97M-V with the def2-TZVPD basis set

ORCA input file:
```
! wB97M-V def2-TZVPD RIJCOSX def2/J DEFGRID3
* xyz 3 1
Os -0.256 -0.054 0.335
C 0.265 0.386 5.438
N -0.894 0.772 4.602
C -2.138 1.104 5.093
C -2.916 1.386 4.042
N -2.136 1.241 2.890
C -0.900 0.842 3.273
S 0.518 0.488 2.339
C -2.634 1.586 1.590
C -3.794 2.343 1.536
C -4.328 2.683 0.311
C -3.683 2.269 -0.843
C -2.532 1.539 -0.711
N -1.997 1.188 0.488
H -0.055 0.424 6.473
H 1.077 1.091 5.279
H 0.576 -0.622 5.181
H -2.357 1.094 6.147
H -3.954 1.658 4.026
H -4.275 2.693 2.434
H -5.235 3.272 0.266
H -4.051 2.514 -1.830
H -1.979 1.199 -1.583
Cl -4.996 -4.329 -3.259
C -3.790 -3.266 -2.686
C -3.030 -2.519 -3.591
C -2.046 -1.659 -3.153
Cl -1.122 -0.752 -4.269
C -1.793 -1.504 -1.779
O -0.819 -0.704 -1.403
C -2.572 -2.256 -0.877
C -2.326 -2.239 0.529
O -1.488 -1.533 1.129
C -3.558 -3.144 -1.335
H -3.214 -2.623 -4.653
H -2.912 -2.925 1.149
H -4.135 -3.738 -0.637
S 4.260 -5.567 0.239
C 3.648 -6.903 1.093
C 2.429 -6.645 1.661
C 1.991 -5.334 1.384
C 2.886 -4.621 0.613
C 2.757 -3.245 0.140
C 1.596 -2.507 0.448
N 1.417 -1.259 0.043
C 2.386 -0.652 -0.688
C 3.559 -1.289 -1.049
C 4.525 -0.554 -1.831
C 4.297 0.726 -2.193
C 3.081 1.403 -1.810
C 2.778 2.738 -2.138
C 1.605 3.320 -1.720
C 0.730 2.517 -0.962
N 0.985 1.254 -0.656
C 2.149 0.702 -1.067
C 1.236 4.711 -2.021
C 1.954 5.631 -2.723
C 1.293 6.887 -2.831
C 0.089 6.888 -2.207
S -0.251 5.378 -1.490
C 3.726 -2.613 -0.620
H 4.221 -7.816 1.139
H 1.879 -7.366 2.246
H 1.051 -4.945 1.751
H 0.797 -2.937 1.035
H 5.442 -1.049 -2.122
H 5.029 1.267 -2.778
H 3.490 3.308 -2.721
H -0.197 2.919 -0.582
H 2.926 5.443 -3.157
H 1.699 7.744 -3.346
H -0.620 7.696 -2.127
H 4.637 -3.135 -0.892
*
```

Calculated values
- DFT total energy (eV) = -109263.221
- F_max (eV Å⁻¹) = 0.9
- lowest unoccupied orbital energy (alpha / beta) (eV) = -10.90 / -11.07
- highest occupied orbital energy (alpha / beta) (Eh) = -0.5432 / -0.5431
- orbital gap (alpha / beta) (hartree) = 0.14265 / 0.13616

These are the Löwdin partial charges, in e, on atoms 1 to 4: Os 1.38; C 0.03; N -0.08; C 0.04

***

Record 3
Molecular formula: C5H10BrFN6O2
Method: DFT, ωB97M-V with the def2-TZVPD basis set

ORCA input file:
```
! wB97M-V def2-TZVPD RIJCOSX def2/J DEFGRID3
* xyz 0 1
N 1.594 0.113 1.355
C 1.832 0.038 -0.063
N 3.011 0.858 -0.354
N 2.120 -1.345 -0.397
C 0.608 0.508 -0.943
C -0.704 0.295 -0.288
C -1.386 -0.851 -0.016
O -1.095 -2.131 -0.288
N -0.988 -2.309 -1.761
O -0.451 -3.286 -2.003
N -2.553 -0.492 0.658
C -2.610 0.826 0.813
N -1.517 1.282 0.240
F -1.201 2.582 0.205
H 1.161 0.973 1.652
H 1.098 -0.688 1.710
H 3.252 0.783 -1.335
H 2.803 1.827 -0.150
H 2.894 -1.405 -1.039
H 2.324 -1.885 0.428
H 0.749 1.564 -1.148
H 0.627 -0.021 -1.883
H -3.239 -1.140 1.007
H -3.544 1.494 1.417
Br -4.783 2.413 2.182
*
```

Calculated values
- DFT total energy (eV) = -91137.183
- F_max (eV Å⁻¹) = 1.4
- lowest unoccupied orbital energy (eV) = -1.13
- highest occupied orbital energy (Eh) = -0.3041
- orbital gap (hartree) = 0.26271

These are the Löwdin partial charges, in e, on atoms 1 to 4: N 0.10; C -0.67; N 0.07; N 0.09

***

Copy entry 3 word for word.
Molecular formula: C5H10BrFN6O2
Method: DFT, ωB97M-V with the def2-TZVPD basis set

ORCA input file:
```
! wB97M-V def2-TZVPD RIJCOSX def2/J DEFGRID3
* xyz 0 1
N 1.594 0.113 1.355
C 1.832 0.038 -0.063
N 3.011 0.858 -0.354
N 2.120 -1.345 -0.397
C 0.608 0.508 -0.943
C -0.704 0.295 -0.288
C -1.386 -0.851 -0.016
O -1.095 -2.131 -0.288
N -0.988 -2.309 -1.761
O -0.451 -3.286 -2.003
N -2.553 -0.492 0.658
C -2.610 0.826 0.813
N -1.517 1.282 0.240
F -1.201 2.582 0.205
H 1.161 0.973 1.652
H 1.098 -0.688 1.710
H 3.252 0.783 -1.335
H 2.803 1.827 -0.150
H 2.894 -1.405 -1.039
H 2.324 -1.885 0.428
H 0.749 1.564 -1.148
H 0.627 -0.021 -1.883
H -3.239 -1.140 1.007
H -3.544 1.494 1.417
Br -4.783 2.413 2.182
*
```

Calculated values
- DFT total energy (eV) = -91137.183
- F_max (eV Å⁻¹) = 1.4
- lowest unoccupied orbital energy (eV) = -1.13
- highest occupied orbital energy (Eh) = -0.3041
- orbital gap (hartree) = 0.26271

These are the Löwdin partial charges, in e, on atoms 1 to 4: N 0.10; C -0.67; N 0.07; N 0.09

***

Question: DFT total energy of number 1 (C52H38BrF4N3OP3Se2Tl)?
Answer: -305207.466 eV

***

Question: What is the DFT total energy in the third record?
Answer: -91137.183 eV

***

Question: Which formula does entry 2 have?
Answer: C36H24Cl2N5O2OsS3